Record 1
C28H54BrMnNO2SbSi as an isolated structure, computed with wB97M-V/def2-TZVPD.

E_HOMO (alpha / beta): -0.296 / -0.290 Ha
LUMO energy (alpha / beta): -0.6 / 0.5 eV
energy above the lowest of the compared OMol25 structures with the same formula, charge and spin: 8.7 kJ/mol
orbital gap (alpha / beta): 7.492 / 8.357 eV
2S+1: 5
DFT total energy: -5559.2816 hartree
molar mass: 721.4 g mol⁻¹
net charge: 0

Element x y z (Å)
Mn  -0.40037  0.17988  0.87590
C  0.54161  -1.38653  3.46854
C  0.34738  0.10849  3.71293
C  1.65350  0.87744  3.54634
C  -0.76828  0.68236  2.83316
H  1.29467  -1.80222  4.14207
H  0.86640  -1.60590  2.44361
H  -0.39034  -1.93406  3.62420
H  0.03109  0.23141  4.75744
H  2.04646  0.76809  2.53139
H  2.42044  0.51104  4.23316
H  1.51251  1.94542  3.72776
H  -0.93155  1.73525  3.05168
H  -1.70510  0.14320  3.00908
Br  -1.23203  -7.56641  -2.03287
C  -1.85764  -5.84318  -1.57011
C  -3.16683  -5.48861  -1.86778
N  -3.66985  -4.29542  -1.57360
C  -2.87291  -3.41695  -0.96963
C  -1.55238  -3.68761  -0.63417
C  -1.02983  -4.93565  -0.94204
C  -0.67950  -2.65962  0.03195
O  0.47961  -2.94354  0.32188
O  -1.23441  -1.51963  0.24169
H  -3.82513  -6.19705  -2.35765
H  -3.29340  -2.44713  -0.73302
H  -0.00443  -5.16721  -0.68710
C  -1.24834  3.76560  1.05203
Si  -1.88993  2.14102  0.33989
C  -3.68590  1.83502  0.94895
C  -3.83669  2.31234  2.39924
C  -4.68281  2.63764  0.09940
C  -4.06351  0.35184  0.87363
C  -1.72353  2.25825  -1.57326
C  -2.37163  1.05070  -2.25576
C  -2.30137  3.55971  -2.14927
C  -0.22483  2.25347  -1.90104
H  -1.91542  4.59568  0.79724
H  -0.25718  4.00645  0.65834
H  -1.17298  3.72855  2.13934
H  -3.62918  3.38038  2.50061
H  -3.18544  1.77397  3.08835
H  -4.86975  2.14762  2.72564
H  -4.43701  3.70252  0.06311
H  -5.68534  2.54871  0.53353
H  -4.73800  2.26615  -0.92472
H  -3.40633  -0.27624  1.47732
H  -4.02063  -0.02918  -0.14866
H  -5.08855  0.21255  1.23634
H  -3.45727  1.05418  -2.14622
H  -2.00238  0.10282  -1.84962
H  -2.15276  1.06403  -3.32991
H  -3.38285  3.62369  -2.04137
H  -2.07413  3.61943  -3.22036
H  -1.86251  4.44183  -1.67550
H  0.25987  1.32316  -1.58254
H  0.31014  3.08388  -1.43024
H  -0.07546  2.33251  -2.98444
C  2.84554  2.59419  0.30277
C  3.27512  1.53235  -0.70723
C  4.79469  1.41956  -0.76073
Sb  2.20383  -0.32364  -0.36666
C  1.98191  -0.83094  -2.45838
C  0.92723  -1.90217  -2.71185
C  3.31043  -1.16422  -3.12967
C  3.82302  -1.58620  0.28348
C  3.55758  -3.08088  0.16048
C  4.21743  -1.21045  1.70964
H  3.18241  3.58636  -0.01216
H  3.28406  2.39860  1.28500
H  1.76221  2.63372  0.43388
H  2.91410  1.83404  -1.69761
H  5.20384  1.09250  0.19872
H  5.23509  2.39700  -0.98129
H  5.14462  0.72273  -1.52367
H  1.61699  0.11385  -2.87380
H  1.18621  -2.85029  -2.23738
H  0.82899  -2.07758  -3.78721
H  -0.05281  -1.60111  -2.33441
H  3.76496  -2.06067  -2.70270
H  4.03180  -0.34937  -3.04416
H  3.15608  -1.35650  -4.19563
H  4.63575  -1.31282  -0.39681
H  2.74221  -3.39547  0.80725
H  4.46048  -3.63095  0.44456
H  3.29701  -3.37530  -0.85729
H  3.43187  -1.49225  2.41386
H  4.39963  -0.13948  1.83277
H  5.12977  -1.73874  2.00135

***

Record 2
A 4-piece molecular cluster, C28H54ClIN2O15PS3 overall, computed with wB97M-V/def2-TZVPD.

E_HOMO: -0.445 Ha
LUMO energy: -4.8 eV
orbital gap: 7.319 eV
DFT total energy: -4630.8424 hartree
molar mass: 948.3 g mol⁻¹
net charge: +1

Element x y z (Å)
C  -0.25186  -4.53077  1.26819
C  0.52258  -3.24614  0.80918
O  0.48913  -3.18796  -0.64157
P  1.01615  -1.73967  -1.24047
O  1.98444  -2.06126  -2.34246
C  -0.31368  -0.70376  -1.99553
C  -1.67084  -1.49717  -2.24393
C  -2.78136  -0.66606  -1.58855
C  -3.14594  -0.91591  -0.21005
N  -2.47777  -1.96063  0.46652
C  -3.18774  -3.05880  0.52203
C  -3.63936  -3.63839  1.87347
C  -3.60525  -3.86574  -0.72997
C  -4.13836  -0.10797  0.39530
C  -4.49207  -0.35569  1.86777
O  -5.36304  -1.13632  2.09762
O  -3.85975  0.25125  2.94116
Cl  -3.08340  1.66227  2.36893
C  -4.78776  0.92336  -0.35246
C  -5.84524  1.90752  0.16484
C  -6.95001  1.29800  1.07848
C  -7.61564  0.01820  0.51795
C  -8.49389  -0.73863  1.60937
O  -8.51076  -0.07042  2.87622
C  -4.39014  1.07959  -1.69854
N  -3.43037  0.30640  -2.27511
I  -2.99221  0.74764  -4.25442
O  1.89274  -0.96151  -0.09061
C  1.12142  -0.02481  0.70749
C  1.69200  -0.09923  2.17222
H  -1.06222  -4.28229  1.98520
H  -0.69387  -5.07454  0.40792
H  0.42139  -5.24899  1.77400
H  1.57518  -3.39053  1.12107
H  0.03215  -2.39468  1.31207
H  -0.49680  0.23589  -1.43105
H  0.07164  -0.37853  -2.98255
H  -1.60492  -2.51157  -1.82397
H  -1.82905  -1.60447  -3.33175
H  -4.74988  -3.60612  1.91718
H  -3.35090  -4.70601  1.97544
H  -3.19814  -3.03351  2.68833
H  -4.29443  -4.69106  -0.49384
H  -3.99474  -3.18773  -1.51873
H  -2.64895  -4.27894  -1.12447
H  -5.35352  2.78611  0.63286
H  -6.36122  2.31565  -0.73473
H  -7.73634  2.07281  1.18797
H  -6.50547  1.16865  2.08703
H  -8.34340  0.30679  -0.27205
H  -6.90676  -0.73313  0.12505
H  -9.55397  -0.79834  1.29813
H  -8.07203  -1.74932  1.80262
H  -7.67004  -0.23332  3.32707
H  -4.87116  1.85581  -2.30596
H  0.04334  -0.27834  0.78080
H  1.25096  1.00063  0.30491
H  2.56975  -0.77756  2.17241
H  0.95807  -0.54358  2.87620
H  2.01463  0.90637  2.50824
O  3.71361  3.00011  1.97758
S  4.60654  4.11253  1.82180
O  4.87961  4.66933  0.53034
O  5.98630  3.77819  2.54936
C  6.66137  2.55531  2.20386
C  7.39298  2.66781  0.88049
C  4.10282  5.41256  2.90219
H  5.95868  1.71935  2.19820
H  7.38038  2.36610  3.00020
H  6.69216  2.76488  0.05063
H  8.00394  1.78158  0.70562
H  8.03355  3.55040  0.86814
H  3.94278  5.00151  3.89600
H  3.17467  5.82668  2.51180
H  4.87648  6.17680  2.91612
O  3.28265  -5.74486  0.50020
S  3.51748  -5.75388  -0.91820
O  2.46440  -6.00384  -1.85522
O  4.73766  -6.74005  -1.23268
C  4.66851  -8.08707  -0.73921
C  3.75680  -8.95361  -1.58664
C  4.31605  -4.25202  -1.36524
H  4.36082  -8.09504  0.30868
H  5.68333  -8.48195  -0.77982
H  2.71689  -8.63909  -1.49255
H  3.82464  -9.99715  -1.27621
H  4.02385  -8.87739  -2.64134
H  5.15148  -4.08117  -0.68974
H  3.58859  -3.45283  -1.28036
H  4.65786  -4.32775  -2.39462
O  1.46353  7.35193  -4.13169
S  1.56386  8.20309  -2.98323
O  2.58246  9.20029  -2.87963
O  1.59164  7.29245  -1.66678
C  2.57125  6.24051  -1.59049
C  3.94725  6.76935  -1.24447
C  -0.00250  8.96213  -2.69088
H  2.58966  5.66797  -2.52041
H  2.23655  5.56451  -0.80238
H  4.35098  7.37642  -2.05624
H  4.63292  5.95191  -1.06292
H  3.90467  7.40356  -0.35714
H  -0.77465  8.19713  -2.71690
H  -0.16853  9.69162  -3.48127
H  0.02265  9.45819  -1.72344

***

Record 3
A 5-piece molecular cluster, C28H54F12N5O8S4 overall, computed with wB97M-V/def2-TZVPD.

E_HOMO: -0.371 Ha
LUMO energy: -2.5 eV
energy above the lowest of the compared OMol25 structures with the same formula, charge and spin: 0.0 kJ/mol
orbital gap: 7.640 eV
DFT total energy: -4765.7337 hartree
molar mass: 945.0 g mol⁻¹
net charge: +1

Element x y z (Å)
C  1.94489  -4.13606  0.66027
C  2.68841  -2.98077  1.29068
C  1.77426  -1.91199  1.91560
N  2.04569  -1.67982  3.41948
C  3.44144  -1.16062  3.61054
C  1.06472  -0.64776  3.93247
C  -0.07108  -1.38578  4.65038
C  0.20177  -2.87070  4.36778
C  1.71503  -2.91955  4.19701
H  1.03395  -4.34604  1.22651
H  2.47711  -5.08243  0.78512
H  1.78216  -4.01517  -0.40755
H  3.25646  -2.41868  0.54118
H  3.53356  -3.35415  1.87464
H  0.72154  -2.18975  1.93005
H  1.87785  -0.95222  1.41528
H  3.51075  -0.12283  3.29215
H  4.09335  -1.67646  2.91013
H  3.73694  -1.30865  4.64439
H  1.53062  -0.01008  4.68107
H  0.73441  -0.03426  3.09810
H  0.01557  -1.14375  5.70689
H  -1.04892  -1.14608  4.24924
H  -0.12650  -3.44588  5.23552
H  -0.38370  -3.30381  3.55822
H  2.24237  -2.72989  5.13316
H  2.10620  -3.78902  3.67560
C  1.04306  1.68511  -7.22421
C  1.93397  2.06861  -6.05814
C  1.75835  1.07648  -4.91068
N  2.83303  1.17200  -3.81924
C  3.24902  2.56276  -3.40031
C  4.04734  0.41327  -4.27107
C  4.67843  -0.23658  -3.00710
C  3.47399  -0.33463  -2.01424
C  2.30158  0.41366  -2.65983
H  0.04423  1.47554  -6.84039
H  1.44330  0.78975  -7.70240
H  0.99696  2.46975  -7.97711
H  1.57312  3.03080  -5.67858
H  2.97036  2.22685  -6.36604
H  1.71626  0.04304  -5.25599
H  0.87339  1.26939  -4.30578
H  4.10707  2.38703  -2.75347
H  2.39572  2.99226  -2.88481
H  3.60102  3.14081  -4.24894
H  4.78747  0.99600  -4.81514
H  3.73737  -0.37374  -4.95552
H  5.54797  0.27479  -2.60275
H  4.95017  -1.28380  -3.12445
H  3.68940  0.15647  -1.06060
H  3.23543  -1.35719  -1.72777
H  1.80145  1.05868  -1.93304
H  1.43538  -0.21797  -2.87713
C  -6.27609  3.32472  1.37000
C  -5.60412  2.72443  2.63269
C  -4.19794  3.22901  2.85333
N  -3.33317  2.43710  3.85717
C  -2.17573  3.35085  4.18858
C  -2.86425  1.07494  3.33688
C  -3.21440  0.01717  4.39616
C  -4.38945  0.68241  5.06882
C  -4.06945  2.13495  5.15326
H  -6.42561  2.46406  0.72423
H  -5.83867  4.22005  0.93128
H  -7.27426  3.71721  1.58272
H  -5.81945  1.65636  2.67459
H  -6.17449  3.03493  3.51756
H  -4.22024  4.23819  3.25754
H  -3.59043  3.18918  1.94719
H  -1.73564  3.63503  3.23444
H  -1.43202  2.69697  4.64755
H  -2.49292  4.13509  4.86541
H  -1.85532  1.12468  2.93598
H  -3.59439  0.95354  2.53464
H  -2.41392  -0.02761  5.13833
H  -3.34060  -0.92351  3.86727
H  -4.68024  0.18556  5.99588
H  -5.24622  0.42750  4.43244
H  -3.35601  2.30626  5.96304
H  -4.89890  2.79792  5.38909
C  2.17666  2.36229  1.76151
F  2.99736  1.46784  1.19410
F  1.91606  2.05943  3.02546
F  2.86462  3.50024  1.69364
S  0.50336  2.49373  0.89072
O  -0.20403  3.52007  1.64192
O  0.77203  2.89966  -0.46793
N  -0.04459  0.88380  0.95439
S  -1.11934  0.75538  -0.17299
O  -2.24770  1.65122  0.00336
O  -0.60540  0.64476  -1.52603
C  -1.79464  -0.96746  0.18315
F  -3.01086  -1.09579  -0.28808
F  -0.98178  -1.88234  -0.33672
F  -1.85043  -1.19723  1.51069
C  1.32528  -4.51155  -5.07792
F  2.61130  -4.45043  -5.43271
F  0.89362  -5.77101  -5.20166
F  1.23442  -4.18292  -3.78500
S  0.28971  -3.35198  -6.14226
O  1.11071  -2.17296  -6.22663
O  0.14409  -4.08414  -7.36872
N  -1.18581  -3.23756  -5.37595
S  -1.21347  -1.83802  -4.73818
O  -0.22172  -1.67154  -3.68315
O  -1.17019  -0.76237  -5.71980
C  -2.89342  -1.73073  -3.87515
F  -3.79046  -2.37189  -4.61364
F  -2.86079  -2.40863  -2.72861
F  -3.25438  -0.49376  -3.71306

***

Record 4
C28H54GaN6O3PS3SbSi3 as an isolated structure, computed with wB97M-V/def2-TZVPD.

E_HOMO: -0.369 Ha
LUMO energy: -2.2 eV
energy above the lowest of the compared OMol25 structures with the same formula, charge and spin: 0.0 kJ/mol
orbital gap: 7.816 eV
DFT total energy: -6222.9986 hartree
molar mass: 925.7 g mol⁻¹
net charge: +1

Element x y z (Å)
Ga  1.35943  1.00454  -0.80222
N  1.54736  2.74599  -1.96260
C  0.27161  3.15194  -2.59797
C  -0.73976  3.57154  -1.55657
C  -1.10042  2.53993  -0.49306
O  -2.23065  2.47562  -0.05533
O  -0.10481  1.85027  -0.00194
H  1.83360  3.44436  -1.27945
H  2.29104  2.68349  -2.64476
H  -0.10499  2.30461  -3.15347
H  0.42224  3.96666  -3.30886
H  -1.65834  3.87279  -2.05559
H  -0.37445  4.44699  -1.00880
C  4.78024  1.87225  -3.51896
Si  5.10844  2.06397  -1.68636
C  4.80047  3.83954  -1.19416
C  6.89791  1.65972  -1.34987
Sb  3.83295  0.26480  -0.37147
Si  1.50410  -1.88243  -4.08034
C  3.30560  -2.27223  -4.25751
C  0.48265  -3.41046  -3.83150
C  0.90492  -0.91044  -5.54491
Si  3.77298  1.56367  1.86066
C  5.49222  1.90985  2.49085
C  2.77627  3.14855  1.78912
C  2.85779  0.39611  3.00336
H  5.45361  2.51921  -4.08869
H  3.75892  2.13069  -3.80107
H  4.95305  0.84169  -3.83765
H  5.41585  4.49022  -1.82344
H  5.08345  4.01627  -0.15418
H  3.75843  4.14700  -1.31440
H  7.55305  2.34870  -1.89115
H  7.14053  0.64251  -1.66661
H  7.12685  1.74172  -0.28428
H  3.66597  -2.86631  -3.41467
H  3.88693  -1.34776  -4.29206
H  3.50780  -2.82966  -5.17708
H  0.98898  -4.13435  -3.18851
H  0.30277  -3.88902  -4.79844
H  -0.49072  -3.18300  -3.39091
H  1.44841  0.03493  -5.62954
H  -0.16155  -0.68687  -5.46927
H  1.06142  -1.46857  -6.47269
H  6.01146  2.62575  1.84799
H  6.08626  0.99295  2.51666
H  5.46370  2.32583  3.50193
H  3.22622  3.89645  1.13513
H  2.69417  3.58037  2.79138
H  1.75969  2.94966  1.43474
H  3.39645  -0.54627  3.12691
H  1.87640  0.16235  2.57934
H  2.69569  0.83378  3.99307
C  -4.65143  -0.62853  4.15102
N  -4.19051  -0.12905  2.80036
C  -4.45054  1.36850  2.71080
N  -3.83021  2.05794  3.79721
C  -4.29660  1.52345  5.07246
N  -4.02501  0.09122  5.21408
C  -2.58526  -0.18530  5.30893
P  -1.61424  0.35031  3.80877
C  -2.74998  -0.43624  2.55972
C  -2.36614  2.05422  3.69467
H  -4.42106  -1.69186  4.20299
H  -5.73160  -0.48999  4.17970
H  -4.75152  -0.60172  2.05884
H  -5.53207  1.49600  2.73664
H  -4.05683  1.70621  1.75409
H  -5.37305  1.68373  5.14648
H  -3.80690  2.05825  5.88455
H  -2.43178  -1.25374  5.47336
H  -2.18691  0.33213  6.18234
H  -2.62750  -1.51962  2.57701
H  -2.48607  -0.06265  1.56450
H  -2.06999  2.50487  2.74664
H  -1.95190  2.66719  4.49603
S  -5.78330  -1.53419  0.50433
C  -4.40845  -1.52907  -0.46399
S  -3.76267  -0.13241  -1.21343
C  -2.37625  -1.04917  -1.73481
N  -2.42698  -2.29563  -1.41672
N  -3.56038  -2.55131  -0.69847
C  -3.77325  -3.91438  -0.29340
C  -2.82379  -4.51638  0.51162
C  -3.00632  -5.83677  0.89315
C  -4.13286  -6.53077  0.47293
C  -5.07903  -5.90733  -0.33173
C  -4.90048  -4.58972  -0.72384
S  -1.09017  -0.28206  -2.62838
H  -1.94663  -3.96089  0.82265
H  -2.27024  -6.32311  1.51932
H  -4.27034  -7.56371  0.76419
H  -5.95771  -6.44722  -0.65795
H  -5.62623  -4.09201  -1.35360
C  0.44386  -1.78452  -0.75397
C  0.51796  -0.61900  -1.72266
O  1.47762  -0.85595  -2.73645
H  -0.03209  -2.67158  -1.17640
H  -0.08886  -1.50424  0.16036
H  1.47155  -2.03381  -0.48474